ORCA calculation (wB97M-V/def2-TZVPD) on a single C5H10BrO7P molecule in a non-equilibrium geometry.

Atoms and positions in Å:
O -3.433 0.911 1.503
C -2.574 -0.105 1.604
O -2.033 -0.921 0.508
C -2.384 -0.396 -0.819
O -1.354 -0.823 -1.823
C -0.312 0.233 -1.734
O 1.001 -0.251 -2.246
C 2.015 -0.246 -1.168
C 2.458 1.272 -0.700
O 2.905 2.109 -1.856
O -2.156 -0.498 2.989
P -0.483 -0.957 2.838
O -0.144 -2.437 3.732
Br 0.682 0.750 3.863
H -3.390 -0.937 -1.159
H -2.431 0.770 -0.901
H -0.584 1.170 -2.406
H -0.260 0.623 -0.627
H 2.998 -0.738 -1.632
H 1.720 -0.953 -0.264
H 1.535 1.828 -0.217
H 3.286 1.225 0.151
H 2.868 1.518 -2.687
H 0.069 -3.146 3.050

Values from the calculation:
- Net charge: 0
- SMILES: O=C(OCOCOCCO)OP(O)Br
- M: 293.0 u
- E_LUMO: -0.0171 Ha
- Max |F|: 9.0 eV Å⁻¹